Entry from OMol25: a structure of composition H26NeO13 at a distorted geometry (the ωB97M-V functional and the def2-TZVPD basis).

Output
DFT total energy: -30549.203 eV
relative energy (zero: lowest compared OMol25 entry of this formula, charge and spin): 1.0227 eV
HOMO: -10.3281 eV
Kohn-Sham gap: 9.85 eV

Last column: Mulliken charge in e.
Cartesian coordinates (Å):
Ne  -0.002  -0.276  -0.352  0.104
O  0.878  0.159  -3.126  -0.716
H  1.542  0.362  -3.785  0.283
H  0.385  -0.572  -3.499  0.304
O  -1.218  -0.020  2.183  -0.618
H  -1.960  0.175  1.610  0.276
H  -0.869  0.839  2.425  0.268
O  -3.210  0.516  -0.371  -0.664
H  -2.564  0.835  -1.001  0.405
H  -3.485  1.298  0.108  0.258
O  -3.447  -1.402  -2.610  -0.621
H  -3.124  -0.894  -1.866  0.308
H  -3.905  -2.143  -2.214  0.295
O  -1.746  3.149  0.901  -0.535
H  -0.820  3.391  0.892  0.276
H  -2.061  3.442  1.756  0.281
O  2.670  1.071  2.276  -0.638
H  3.554  1.265  1.965  0.295
H  2.724  1.166  3.227  0.267
O  -1.015  1.806  -1.867  -0.664
H  -0.416  1.312  -2.427  0.386
H  -0.492  2.029  -1.096  0.268
O  3.009  0.307  -1.250  -0.686
H  3.077  1.256  -1.361  0.290
H  2.247  0.059  -1.773  0.410
O  -1.303  -3.083  1.825  -0.644
H  -2.231  -2.982  2.036  0.302
H  -1.052  -2.244  1.439  0.262
O  1.144  2.551  0.170  -0.572
H  1.591  3.372  0.375  0.263
H  1.669  1.878  0.603  0.321
O  3.349  -1.997  0.386  -0.672
H  3.306  -1.250  -0.210  0.367
H  2.524  -1.967  0.869  0.339
O  -1.104  -3.557  -1.141  -0.595
H  -0.846  -3.409  -0.231  0.342
H  -0.305  -3.866  -1.569  0.289
O  1.209  -1.236  2.140  -0.611
H  0.401  -0.772  2.360  0.312
H  1.893  -0.569  2.203  0.464

Forces on atoms 1 to 2 (eV/Å):
0.054 -0.136 -0.017
0.184 0.041 0.073